Molecular formula: C4H10O2
Method: DFT, ωB97M-V/def2-TZVPD

Output
- HOMO energy: -9.91 eV
- Kohn-Sham gap: 10.58 eV
- SMILES string: CCCC=O.O
- ΔE to the lowest compared entry with this formula, charge and spin: 1.1860 eV
- DFT total energy: -308.8546 hartree
- Spin multiplicity: 1
- Charge: 0
- Lowest unoccupied orbital energy: 0.668 eV

Atoms and positions in Å:
C (1.03, 0.81, -1.14)
C (0.07, 1.19, 0.01)
C (-1.37, 0.69, -0.16)
C (-1.77, -0.38, 0.83)
O (-2.91, -0.48, 1.21)
H (1.51, -0.13, -0.90)
H (1.84, 1.53, -1.25)
H (0.46, 0.78, -2.06)
H (0.07, 2.24, 0.27)
H (0.46, 0.72, 0.92)
H (-1.53, 0.22, -1.13)
H (-2.10, 1.48, -0.12)
H (-1.03, -1.10, 1.25)
O (3.58, -1.66, -0.42)
H (2.66, -1.95, -0.37)
H (3.70, -0.72, -0.29)